ORCA calculation (the ωB97M-V functional and the def2-TZVPD basis) on a structure of composition C40H50N2O4P2RuSeSi2.

Positions of all 102 atoms, in Å:
H 1.097 6.100 4.670
C 3.837 2.253 4.650
H 3.221 4.782 1.154
H -4.957 0.291 2.543
C 3.979 4.857 1.982
C 1.525 -3.238 -3.533
H 3.488 -3.623 -4.101
C 0.500 5.687 2.621
H -3.236 0.164 2.619
H -2.248 -7.245 -1.437
C -0.038 3.650 -2.115
C 0.924 -6.632 -2.086
H 2.637 8.929 2.465
O 3.849 -0.130 1.746
H 4.294 2.230 2.662
H -5.221 0.603 -1.050
H -2.305 -7.018 0.301
H 5.626 1.288 4.766
P -1.133 -0.705 -0.797
P -1.102 -3.297 -2.415
H 0.085 -5.226 1.412
Se 3.456 -1.314 0.735
C 2.354 7.125 3.374
C 2.463 -3.742 -4.407
C -1.633 -7.166 -0.548
H -3.942 1.411 1.658
H 0.620 -7.096 -2.974
H -3.039 0.054 -5.321
H -1.223 -0.968 -4.021
H 0.702 5.339 6.224
H -4.131 -3.405 0.528
H 1.172 -6.317 0.662
H 0.302 -4.479 -6.984
C -0.261 -3.826 -5.005
O 2.476 -0.766 -0.661
C 2.220 4.008 5.301
C -5.392 -0.400 -0.645
C 1.056 4.324 6.279
H -1.128 -8.149 -0.396
H -2.163 4.160 -1.852
Si -0.450 -5.874 -1.010
C 2.464 4.688 4.070
C 0.620 -5.400 0.486
H -4.069 -3.762 -2.276
C -0.841 0.988 -1.477
H 4.291 5.890 2.076
H 4.425 0.239 4.105
C 4.604 1.023 4.882
H -0.059 4.744 2.588
C -2.535 -2.505 -3.232
H 1.327 -7.310 -1.370
C -2.245 -1.370 -4.004
H 0.816 8.477 0.738
H -6.383 -0.376 -0.163
C -0.277 -2.093 -1.431
C 3.466 4.221 3.227
C -4.592 -1.335 -4.646
H -5.382 -1.157 -1.434
C -3.284 -0.849 -4.750
C 0.181 6.673 1.688
C 0.088 -3.344 -3.785
H -3.208 -2.774 1.949
C -1.405 3.359 -1.887
C -4.082 -2.649 1.285
H 1.765 -5.947 -2.337
Si -4.046 -0.894 0.559
H 4.474 0.559 5.882
H -2.871 1.814 -1.634
Ru 0.777 -1.651 0.003
C -4.880 -2.264 -3.675
H 1.301 -4.552 0.224
C 1.046 7.746 1.484
C -3.851 -2.930 -2.976
H -0.710 6.561 1.086
H -4.955 -2.961 1.893
C 2.052 -4.253 -5.661
H 2.691 -4.650 -6.415
C 2.991 2.859 5.588
C -4.070 0.397 1.948
C 0.848 2.630 -2.041
C 0.693 -4.219 -5.961
C 1.539 5.904 3.658
H 1.180 0.466 -1.714
H -5.422 -0.916 -5.294
H 3.035 2.510 6.628
H 1.920 -2.720 -2.682
N -2.570 -0.726 -0.302
H -5.930 -2.549 -3.519
H 3.267 7.177 4.015
C 0.500 1.298 -1.800
O 4.727 -2.252 0.277
H 1.912 2.894 -2.215
H 0.169 3.673 6.160
O 2.194 -2.376 1.260
C 3.914 2.929 3.453
H -1.297 -3.904 -5.181
N -1.468 -4.710 -1.825
H 1.386 4.049 7.290
H 0.328 4.696 -2.187
C 2.086 8.019 2.410
C -1.803 2.028 -1.611
H 4.881 4.246 1.578

Summary:
LUMO (spin up / spin down), eV: 2.163 / 1.019
Energy above the lowest of the compared OMol25 structures with the same formula, charge and spin, eV: 0.000
Electronic energy, Ha: -5722.55738
Frontier orbital gap (spin up / spin down), eV: 6.83 / 6.99
HOMO level (spin up / spin down), eV: -4.67 / -5.98
Total charge: -1
Multiplicity: 6